(1)
Density functional theory data (ωB97M-V with the def2-TZVPD basis set) for a cluster of 2 separate species, C2H3F4OP in total.

Computed properties:
HOMO-LUMO gap (alpha / beta) ... 7.60 / 8.16 eV
Molar mass ... 150.01 g/mol
Energy relative to the best compared isomer or geometry (same formula, charge and spin) ... 15.5 kcal/mol
E_HOMO (alpha / beta) ... -7.961 / -7.813 eV
Max |F| ... 0.1034 Eh/bohr
DFT total energy ... -24326.6813 eV

Last column: Löwdin charge in e.
Geometry (Å):
1 C -0.59067 0.11943 -0.59719  -0.11
2 C -2.83257 -0.80305 2.66776  -0.60
3 O -1.22261 1.02606 0.08029  -0.47
4 F -1.83476 -1.62767 3.03930  0.10
5 F -2.39414 0.38954 2.58231  0.10
6 F -3.84595 -0.89987 3.51048  0.13
7 F -3.02997 0.38303 -1.29240  -0.39
8 P -2.71581 1.47618 -0.10738  0.89
9 H 0.54358 0.10419 -0.48361  0.10
10 H -1.28567 -0.58415 -1.09207  0.07
11 H -3.23187 -1.05871 1.55588  0.18

---

(2)
Density functional theory data (ωB97M-V with the def2-TZVPD basis set) for a cluster of 2 separate species, C37H75N5O3 in total.

Computed properties:
HOMO-LUMO gap ... 4.46 eV
Molar mass ... 638.04 g/mol
E_HOMO ... -5.651 eV
Max |F| ... 0.0190 Eh/bohr
DFT total energy ... -53173.7764 eV

Last column: Löwdin charge in e.
Geometry (Å):
1 C 1.19206 3.61473 -7.81916  0.09
2 C 1.77484 3.09120 -6.90739  -0.11
3 C 2.61088 2.49497 -5.83934  -0.20
4 N 1.95960 2.61803 -4.52776  -0.06
5 C 2.19836 3.98483 -4.02434  -0.12
6 C 0.93535 4.72419 -3.49686  -0.64
7 N 0.72590 4.53391 -2.04508  0.07
8 N 1.13668 6.18730 -3.63448  0.06
9 N -0.18100 4.39091 -4.33908  0.10
10 C 2.43018 1.53434 -3.62294  -0.35
11 C 2.10431 1.80053 -2.16274  -0.15
12 C 2.61414 0.69378 -1.20746  -0.17
13 C 1.62964 0.52105 -0.05778  -0.21
14 C 2.09303 -0.54408 0.94194  -0.19
15 C 1.43159 -0.46230 2.33225  -0.22
16 C 0.00199 0.07725 2.37792  -0.20
17 C -1.10732 -0.76374 1.67856  -0.18
18 C -0.84951 -2.27112 1.48872  -0.20
19 C -0.41007 -2.65312 0.04767  -0.24
20 C -1.49565 -3.45699 -0.69911  -0.10
21 C 1.81754 0.18812 -4.09054  -0.12
22 C 0.45560 -0.20396 -3.49880  -0.18
23 C -0.69091 0.79122 -3.73947  -0.19
24 C -2.08289 0.10888 -3.76549  -0.19
25 C -2.95401 0.46144 -2.54986  -0.21
26 C -4.44097 0.18058 -2.81199  -0.21
27 C -5.33013 0.57000 -1.63013  -0.21
28 C -5.62129 2.08080 -1.48614  -0.21
29 C -6.07041 2.78728 -2.78081  -0.16
30 C -4.91097 3.60568 -3.40166  -0.23
31 O -4.98479 3.68727 -4.81074  -0.18
32 C -3.91038 3.07757 -5.50071  -0.10
33 C 4.00236 1.41113 -3.70942  -0.68
34 O 4.65034 2.20294 -2.98445  -0.05
35 O 4.47674 0.58861 -4.52453  -0.05
36 H 0.73335 4.23634 -8.54785  0.01
37 H 2.77353 1.45160 -6.10286  0.11
38 H 3.60397 2.95378 -5.85536  0.13
39 H 2.99713 4.02333 -3.27932  0.12
40 H 2.54198 4.60241 -4.85415  0.11
41 H 0.33927 5.41272 -1.71309  0.06
42 H -0.01174 3.84697 -1.93679  0.05
43 H 1.24312 6.39075 -4.62241  0.07
44 H 2.05164 6.38430 -3.23161  0.07
45 H -1.03064 4.82668 -4.00844  0.07
46 H -0.27093 3.39208 -4.46301  0.04
47 H 2.55171 2.72568 -1.81541  0.10
48 H 1.03099 1.91758 -1.98607  0.08
49 H 2.82643 -0.23790 -1.73239  0.12
50 H 3.56345 1.03750 -0.79292  0.12
51 H 1.54259 1.47722 0.46628  0.12
52 H 0.63548 0.24061 -0.41702  0.08
53 H 3.16819 -0.39092 1.08539  0.11
54 H 2.00908 -1.54206 0.50882  0.10
55 H 2.04181 0.22845 2.92794  0.10
56 H 1.52144 -1.42885 2.84110  0.07
57 H -0.03262 1.07695 1.94869  0.10
58 H -0.28675 0.20027 3.42833  0.09
59 H -2.00066 -0.67104 2.30424  0.10
60 H -1.38262 -0.30301 0.72951  0.10
61 H -0.17014 -2.68128 2.23745  0.08
62 H -1.80902 -2.77099 1.64784  0.09
63 H 0.51271 -3.23034 0.03865  0.10
64 H -0.26362 -1.73705 -0.52320  0.07
65 H -2.02628 -4.12686 -0.01894  0.06
66 H -2.23106 -2.79786 -1.16298  0.06
67 H -1.06367 -4.07058 -1.49011  0.07
68 H 1.72238 0.13069 -5.17381  0.11
69 H 2.52721 -0.59303 -3.82227  0.11
70 H 0.15803 -1.13970 -3.98377  0.11
71 H 0.50821 -0.42578 -2.43023  0.08
72 H -0.53058 1.32523 -4.67818  0.10
73 H -0.74033 1.55243 -2.95779  0.08
74 H -2.61346 0.33813 -4.69196  0.10
75 H -1.97814 -0.98015 -3.75948  0.10
76 H -2.66684 -0.18817 -1.71584  0.10
77 H -2.82678 1.50152 -2.24349  0.09
78 H -4.76064 0.65412 -3.74124  0.09
79 H -4.56924 -0.89652 -2.96548  0.11
80 H -4.85533 0.25289 -0.69668  0.10
81 H -6.29800 0.06528 -1.67849  0.11
82 H -6.42592 2.18707 -0.75282  0.10
83 H -4.76414 2.60469 -1.05456  0.10
84 H -6.87559 3.49194 -2.57295  0.10
85 H -6.41953 2.07154 -3.52386  0.11
86 H -4.91037 4.61715 -2.98471  0.12
87 H -3.96858 3.14224 -3.09412  0.09
88 H -3.81075 3.57124 -6.46852  0.09
89 H -2.95738 3.18655 -4.97868  0.07
90 H -4.13803 2.02625 -5.70029  0.08
91 C 1.70442 -6.84610 7.41798  -0.09
92 C 2.11806 -5.72310 8.36844  -0.22
93 C 1.28420 -4.45062 8.33534  -0.12
94 N 1.36697 -3.58401 7.08616  -0.25
95 C 2.75160 -3.61573 6.48949  -0.10
96 C 2.92985 -2.61054 5.36580  -0.15
97 C 2.58637 -1.19861 5.81430  -0.17
98 C 1.18302 -1.15307 6.39882  -0.16
99 C 1.02312 -2.16845 7.51320  -0.11
100 C 0.34664 -4.05718 6.09942  0.04
101 H 1.89602 -6.60679 6.37131  0.06
102 H 2.27343 -7.74677 7.64219  0.08
103 H 0.64558 -7.08682 7.52750  0.09
104 H 3.17691 -5.49601 8.24230  0.11
105 H 2.02701 -6.09918 9.38982  0.12
106 H 1.59934 -3.81557 9.16189  0.13
107 H 0.22804 -4.67630 8.47944  0.14
108 H 3.44244 -3.40218 7.30592  0.15
109 H 2.92692 -4.62595 6.12744  0.13
110 H 3.96573 -2.65689 5.02869  0.13
111 H 2.32107 -2.89021 4.50257  0.11
112 H 2.66041 -0.51280 4.97175  0.10
113 H 3.31203 -0.86241 6.56259  0.13
114 H 0.43974 -1.31673 5.61406  0.11
115 H 0.97613 -0.16202 6.80409  0.13
116 H 0.00063 -2.19807 7.88849  0.14
117 H 1.69401 -1.92404 8.33662  0.14
118 H -0.63292 -3.99353 6.56543  0.12
119 H 0.56940 -5.08329 5.82708  0.10
120 H 0.37199 -3.43128 5.21427  0.09

---

(3)
Density functional theory data (ωB97M-V with the def2-TZVPD basis set) for a structure of composition C19H18GdNOS.

Computed properties:
HOMO-LUMO gap (alpha / beta) ... 6.75 / 4.67 eV
Molar mass ... 465.68 g/mol
Multiplicity ... 8
Energy relative to the best compared isomer or geometry (same formula, charge and spin) ... 96.5 kcal/mol
E_HOMO (alpha / beta) ... -7.322 / -6.530 eV
Max |F| ... 0.0835 Eh/bohr
DFT total energy ... -55196.0255 eV

Last column: Löwdin charge in e.
Geometry (Å):
1 C 0.52393 -2.13245 3.75050  -0.22
2 C -0.81414 -2.24056 3.26244  -0.30
3 C -0.75234 -2.46115 1.86111  -0.33
4 H -1.75676 -2.15983 3.80290  0.07
5 C 0.62847 -2.35777 1.45044  -0.34
6 C 1.37448 -1.92754 2.62911  -0.22
7 H 2.44754 -1.77571 2.68504  0.10
8 H 0.90072 -2.44831 4.73098  0.11
9 H -1.63534 -2.69763 1.24370  0.10
10 H 1.01972 -2.66340 0.48086  0.09
11 C -0.95747 2.35676 2.44025  -0.27
12 C -0.60318 2.14302 3.79769  -0.27
13 C 0.81961 1.93072 3.83810  -0.18
14 H -1.30084 2.36961 4.61248  0.09
15 C 1.32140 1.95750 2.53567  -0.24
16 C 0.24509 2.41464 1.64836  -0.30
17 H 0.36287 2.84086 0.64004  0.10
18 H -1.98931 2.54513 2.09670  0.10
19 H 1.43400 1.79695 4.72145  0.10
20 H 2.38892 1.90840 2.26552  0.11
21 Gd -0.17434 -0.05684 1.51860  1.59
22 O -0.31276 -0.16235 -1.52448  -0.18
23 C -1.40685 -0.88156 -2.13237  -0.12
24 C -0.10161 -0.93358 -2.88065  -0.13
25 H -1.68848 -1.78226 -1.59084  0.11
26 H -2.18367 -0.27535 -2.59929  0.12
27 H 0.47484 -1.85549 -2.76757  0.14
28 H 0.81015 -1.92073 -5.24320  0.11
29 C 0.56780 -0.85515 -5.31507  -0.03
30 C 0.09548 -0.18771 -4.14460  -0.18
31 C -0.27102 1.16785 -4.29365  -0.03
32 H -0.66547 1.71103 -3.43579  0.11
33 C -0.12178 1.82337 -5.52156  -0.08
34 H -0.38356 2.87865 -5.59727  0.11
35 C 0.35746 1.15555 -6.65152  -0.08
36 H 0.46817 1.67266 -7.60340  0.10
37 C 0.69513 -0.19925 -6.53986  -0.08
38 H 1.05992 -0.74149 -7.41696  0.11
39 S -0.85152 -0.13687 5.05661  0.82
40 C -0.13578 0.06837 6.50929  -0.77
41 N 0.11056 0.11190 7.68024  0.05

---

(4)
Density functional theory data (ωB97M-V with the def2-TZVPD basis set) for a cluster of 3 separate species, C5H16NO3S in total.

Computed properties:
HOMO-LUMO gap ... 7.95 eV
Molar mass ... 170.25 g/mol
Energy relative to the best compared isomer or geometry (same formula, charge and spin) ... 29.5 kcal/mol
E_HOMO ... -4.759 eV
Max |F| ... 0.0534 Eh/bohr
Charge ... -1
DFT total energy ... -23912.4429 eV

Last column: Löwdin charge in e.
Geometry (Å):
1 C -0.45088 -0.53229 1.06905  -0.27
2 C -1.05812 -0.91913 2.42162  -0.52
3 S -2.36368 -2.22824 2.28082  0.62
4 C 0.83866 -1.28847 0.76468  -0.27
5 N 1.46262 -0.84538 -0.48030  -0.08
6 C 2.26428 0.39219 -0.38260  -0.22
7 C 1.89251 1.50574 -1.38647  -0.31
8 O 0.59291 1.98399 -1.31677  -0.14
9 H -1.09783 -0.61346 0.20876  0.08
10 H -0.15341 0.51192 1.11431  0.11
11 H -0.29974 -1.43385 3.00587  0.05
12 H -1.61626 -0.06239 2.77955  0.05
13 H -2.73766 -2.16607 0.98181  -0.15
14 H 0.68503 -2.37529 0.72051  0.11
15 H 1.58409 -1.18178 1.56774  0.11
16 H 0.81392 -0.90873 -1.25063  0.09
17 H 2.51963 0.71157 0.63085  0.10
18 H 3.23332 -0.02530 -0.74225  0.09
19 H 2.49284 2.36359 -1.03504  0.10
20 H 2.16315 1.14525 -2.39443  0.11
21 H -0.08462 1.39218 -1.81811  0.00
22 H -1.43737 -0.00046 -2.86240  -0.05
23 O -1.34924 0.64378 -2.14691  -0.37
24 H -2.33736 1.76971 -0.09994  -0.01
25 H -2.46936 0.91230 -1.21037  -0.03
26 O -3.08744 1.24863 -0.41936  -0.20

---

(5)
Density functional theory data (ωB97M-V with the def2-TZVPD basis set) for a structure of composition C21H48IO5P2RhSSi.

Computed properties:
HOMO-LUMO gap (alpha / beta) ... 7.07 / 5.07 eV
Molar mass ... 732.52 g/mol
Multiplicity ... 5
Energy relative to the best compared isomer or geometry (same formula, charge and spin) ... 0.0 kcal/mol
E_HOMO (alpha / beta) ... -13.986 / -14.985 eV
Max |F| ... 0.1158 Eh/bohr
Charge ... +2
DFT total energy ... -81179.8909 eV

Last column: Löwdin charge in e.
Geometry (Å):
1 C -2.10005 -5.56280 -1.01760  -0.01
2 C -0.85404 -4.83450 -0.63629  -0.44
3 H -1.87396 -6.63505 -1.14064  0.12
4 H -2.45890 -5.15219 -1.97091  0.08
5 H -2.88704 -5.45217 -0.25347  0.09
6 O 0.22342 -5.41210 -0.47461  0.19
7 I -2.28298 -0.22168 -0.14564  0.82
8 Rh -0.96254 -2.86131 -0.34440  0.40
9 P -1.67655 -3.01816 1.91778  0.75
10 C -0.27729 -2.93707 3.09869  -0.22
11 C -2.86038 -1.79990 2.63677  -0.32
12 H -3.36998 -2.15179 3.54297  0.07
13 H -2.70852 -4.62440 3.45339  0.07
14 H -3.60875 -1.58942 1.86584  -0.02
15 H -3.40585 -4.71014 1.82327  0.05
16 H 0.21872 -1.96857 3.00950  0.00
17 H -2.32555 -0.87147 2.85438  0.02
18 C -2.47305 -4.60033 2.38214  -0.24
19 H -0.61807 -3.06008 4.13448  0.08
20 H -1.82025 -5.44556 2.14929  0.05
21 H 0.45517 -3.72082 2.88469  0.06
22 P -0.52467 -2.25293 -2.66375  0.73
23 C 1.20426 -2.01238 -3.20053  -0.25
24 C -1.04334 -3.58420 -3.81271  -0.25
25 H -2.49872 -0.85760 -2.86586  -0.02
26 H -1.57568 -0.89973 -4.40979  0.07
27 H -1.00943 0.09774 -3.02343  -0.02
28 C -1.50148 -0.83177 -3.31862  -0.31
29 H -2.12050 -3.75848 -3.71212  0.05
30 H -0.82760 -3.30618 -4.85530  0.07
31 H 1.26352 -1.91943 -4.28839  0.07
32 H 1.77047 -2.91574 -2.93949  0.06
33 H -0.50530 -4.50988 -3.57542  0.05
34 H 1.65264 -1.14309 -2.68866  0.00
35 C 0.78560 -3.03279 0.22173  -0.42
36 O 1.88623 -3.06009 0.56714  0.16
37 C 3.55224 1.31737 3.30064  -0.02
38 C 2.13884 1.31967 2.73251  -0.62
39 C 1.45917 -0.01435 2.97272  -0.06
40 C 1.34798 2.40962 3.44857  -0.02
41 O 2.24696 1.61360 1.31900  -0.10
42 Si 1.30392 1.58334 -0.03581  -0.11
43 S 0.65799 -0.29003 -0.46464  0.63
44 O 0.01235 2.55142 0.14307  -0.18
45 C -0.92762 3.47982 0.72298  -0.60
46 C -1.84990 2.75972 1.70892  -0.07
47 C -0.14154 4.59843 1.41927  0.00
48 C -1.79128 3.97785 -0.43539  -0.02
49 O 2.27131 2.01685 -1.29605  -0.10
50 C 1.94190 2.61372 -2.55515  -0.63
51 C 0.91735 1.82091 -3.37058  -0.04
52 C 1.35748 4.00585 -2.30613  -0.02
53 C 3.23862 2.75125 -3.35262  -0.02
54 H 3.52073 1.16509 4.38395  0.10
55 H 4.02348 2.29220 3.12908  0.10
56 H 4.17651 0.52539 2.86750  0.10
57 H 1.37804 -0.20468 4.05748  0.11
58 H 0.43923 0.01566 2.56001  0.06
59 H 2.01733 -0.84108 2.50855  0.09
60 H 1.86785 3.37158 3.36327  0.10
61 H 0.33540 2.49306 3.03517  0.05
62 H 1.23752 2.17327 4.51569  0.11
63 H -1.32692 2.07799 2.38071  0.06
64 H -2.37279 3.52805 2.29950  0.11
65 H -2.61181 2.17985 1.17644  0.00
66 H 0.06158 5.42829 0.73162  0.10
67 H -0.75051 5.00582 2.23461  0.10
68 H 0.81206 4.24990 1.83719  0.07
69 H -1.27176 4.71623 -1.05084  0.08
70 H -2.13504 3.13217 -1.04515  0.08
71 H -2.67309 4.49242 -0.03841  0.10
72 H -0.03739 1.77971 -2.82760  0.06
73 H 0.72277 2.31449 -4.34753  0.12
74 H 1.24771 0.78903 -3.57167  0.07
75 H 2.06429 4.60255 -1.70833  0.11
76 H 1.14176 4.51083 -3.26522  0.11
77 H 0.41934 3.91057 -1.73859  0.05
78 H 3.92634 3.41021 -2.80534  0.10
79 H 3.72550 1.77681 -3.50548  0.10
80 H 3.03654 3.20558 -4.33228  0.10

---

Question: What is the formula in the first record?
Answer: C2H3F4OP

---

Question: Which value of DFT total energy does entry 4 give?
Answer: -23912.4429 eV

---

Question: What is the molar mass in the fifth record?
Answer: 732.52 g/mol